C5H12O | the ωB97M-V functional and the def2-TZVPD basis

Values from the calculation:
Strongest force on any atom in eV/Å: 1.91
Frontier orbital gap in hartree: 0.3985
Molecular weight in g/mol: 88.1
SMILES: CCOC(C)C
Lowest unoccupied orbital energy in Ha: 0.0423
2S+1: 1
Highest occupied orbital energy in eV: -9.691

Positions of all 18 atoms, in Å:
C -0.9421 -1.7278 -1.8467
C -0.6360 -1.2844 -0.4323
C 0.0919 0.6874 0.7399
C 0.1668 2.2004 0.3497
C 1.2252 0.2307 1.6136
H 0.0132 -2.0771 -2.2902
H -1.4283 -0.8877 -2.4048
H -1.6812 -2.6129 -1.7254
H -0.0234 -2.0661 0.0486
H -1.5854 -1.1720 0.1216
H -0.8362 0.5064 1.2707
H 1.1039 2.4162 -0.2093
H 0.0936 2.9173 1.1743
H -0.6954 2.4944 -0.2507
H 2.1244 0.2956 1.0017
H 1.3625 0.8530 2.5391
H 1.1500 -0.8306 1.9746
O 0.1209 -0.0593 -0.4744


C5H12O | the ωB97M-V functional and the def2-TZVPD basis

Values from the calculation:
Strongest force on any atom in eV/Å: 1.85
Frontier orbital gap in hartree: 0.3704
Molecular weight in g/mol: 88.1
Lowest unoccupied orbital energy in Ha: 0.0209
2S+1: 1
Highest occupied orbital energy in eV: -9.509

Positions of all 18 atoms, in Å:
C -1.2705 -1.6589 0.5611
C -1.0061 0.4907 0.3606
C 0.1722 1.0481 -0.4092
C 1.3127 1.5311 0.5069
C 0.6438 -0.2264 -1.2851
O 1.2962 -1.1740 -0.5011
H -0.8886 -2.7191 0.4114
H -2.1616 -1.6468 -0.0450
H -1.5134 -1.6368 1.6194
H -1.9834 0.8187 -0.0263
H -0.9444 0.5355 1.4348
H -0.1114 1.8516 -1.1236
H 1.4828 0.7637 1.2656
H 2.2423 1.6471 -0.0615
H 1.1310 2.4822 1.0317
H 1.3129 0.1169 -2.0797
H -0.2686 -0.6886 -1.7054
H 0.5540 -1.5351 0.0453


C5H12O | the ωB97M-V functional and the def2-TZVPD basis

Values from the calculation:
Strongest force on any atom in eV/Å: 0.48
Frontier orbital gap in hartree: 0.2694
Molecular weight in g/mol: 88.1
Lowest unoccupied orbital energy in Ha: 0.0335
2S+1: 1
Highest occupied orbital energy in eV: -6.419

Positions of all 18 atoms, in Å:
C 1.8548 -0.2320 -0.2344
O 0.7322 0.6278 -0.0471
C -0.7230 0.1180 0.2281
C -0.1411 1.2563 -1.3593
C -0.8344 -1.3429 -0.1114
C -0.9522 0.3931 1.6901
H 2.6407 0.3655 -0.7060
H 1.6150 -1.0893 -0.8723
H 2.2044 -0.5833 0.7405
H 0.7951 1.5267 -1.8940
H -0.7493 0.6323 -2.0149
H -0.6673 2.1565 -1.0599
H -0.6522 -1.5583 -1.1739
H -0.1811 -2.0088 0.4853
H -1.8669 -1.6493 0.0943
H -0.2644 -0.1752 2.3468
H -0.8342 1.4563 1.9279
H -1.9760 0.1068 1.9602


C5H12O2 | the ωB97M-V functional and the def2-TZVPD basis

Values from the calculation:
Strongest force on any atom in eV/Å: 0.39
Frontier orbital gap in hartree: 0.3880
Molecular weight in g/mol: 104.1
SMILES: CC[C@@H](O)CCO
Lowest unoccupied orbital energy in Ha: 0.0273
2S+1: 1
Highest occupied orbital energy in eV: -9.814

Positions of all 19 atoms, in Å:
C 2.6736 -0.5524 0.5326
C 1.6092 0.1027 -0.3410
C 0.1934 -0.2642 0.0938
O 0.0248 0.1967 1.4208
C -0.8499 0.3111 -0.8664
C -2.2882 0.0599 -0.4424
O -2.5525 0.8706 0.7027
H 3.6783 -0.2154 0.2572
H 2.5003 -0.3063 1.5839
H 2.6449 -1.6439 0.4307
H 1.7535 -0.1770 -1.3935
H 1.6956 1.1953 -0.2795
H 0.0948 -1.3671 0.0729
H -0.8964 0.4794 1.5311
H -0.6978 -0.1325 -1.8582
H -0.7065 1.3953 -0.9651
H -2.4335 -1.0060 -0.2041
H -2.9783 0.3238 -1.2563
H -3.4650 0.7302 0.9809